Formula: C6H18N2
Source: the OMol25 dataset
Level of theory: the ωB97M-V functional and the def2-TZVPD basis

```
26
Properties=species:S:1:pos:R:3:forces:R:3
C -1.237 -3.013 -3.373 -0.3 0.7 -1.0
C -1.996 -3.484 -4.662 -0.1 -0.2 2.0
N -3.364 -3.944 -4.249 1.8 0.8 -0.9
C -4.147 -4.066 -5.471 -0.9 -0.7 0.7
H -1.021 -3.769 -2.600 -0.3 0.0 -0.6
H -1.877 -2.231 -2.931 0.4 -0.3 0.0
H -0.287 -2.552 -3.690 -0.2 -0.2 0.3
H -1.393 -4.247 -5.190 -0.4 0.1 0.0
H -2.130 -2.626 -5.348 0.1 -0.4 0.4
H -3.281 -4.747 -3.612 -0.4 0.2 -0.9
H -5.147 -4.429 -5.180 0.2 0.2 -0.4
H -3.729 -4.752 -6.226 0.0 0.1 0.1
H -4.254 -3.066 -5.925 0.0 -0.4 0.2
C 5.863 2.482 0.300 -0.5 0.1 -0.6
C 5.001 3.349 1.231 0.7 -0.2 0.4
N 3.797 3.916 0.628 0.5 0.9 -0.7
C 2.673 2.987 0.540 0.0 -0.1 1.4
H 6.917 2.437 0.621 -0.5 0.0 0.0
H 5.811 3.013 -0.665 0.3 -0.4 0.1
H 5.496 1.452 0.155 0.1 0.4 0.1
H 5.708 4.152 1.515 -0.8 0.0 0.1
H 4.728 2.800 2.152 0.2 0.0 -0.1
H 3.519 4.698 1.234 0.0 -0.5 -0.6
H 1.728 3.483 0.260 0.6 -0.1 0.0
H 2.602 2.664 1.592 -0.9 -0.8 -0.2
H 2.803 2.094 -0.095 0.4 0.6 0.1
```
Positions in Å, forces in eV/Å.

## Properties
Relative energy (zero: lowest compared OMol25 entry of this formula, charge and spin): 0.884 eV
Total energy: -348.85698 Eh
SMILES: CCNC.CCNC
LUMO: 1.16 eV
HOMO: -8.71 eV